{
  "formula": "C31H53NO7",
  "method": "ωB97M-V with the def2-TZVPD basis set",
  "elements": ["C", "C", "C", "C", "C", "C", "C", "C", "C", "C", "C", "C", "C", "C", "O", "O", "C", "O", "C", "C", "C", "O", "C", "C", "C", "C", "N", "C", "C", "C", "C", "O", "C", "C", "O", "H", "H", "H", "H", "H", "H", "H", "H", "H", "H", "H", "H", "H", "H", "H", "H", "H", "H", "H", "H", "H", "H", "H", "H", "H", "H", "H", "H", "H", "H", "H", "H", "H", "H", "H", "H", "H", "H", "H", "H", "H", "H", "H", "H", "H", "C", "C", "C", "O", "H", "H", "H", "H", "H", "H", "H", "H"],
  "positions_angstrom": [[-4.024, 5.733, -0.085], [-4.613, 4.553, -1.010], [-4.385, 3.092, -0.327], [-5.647, 2.752, 0.616], [-5.767, 1.192, 0.993], [-4.474, 0.635, 1.800], [-4.690, 0.904, 3.385], [-3.961, -0.191, 4.316], [-2.390, -0.362, 3.895], [-1.413, -0.562, 5.151], [-0.382, -1.785, 5.029], [0.404, -1.881, 3.636], [1.567, -0.798, 3.433], [0.977, 0.662, 3.034], [0.717, 1.600, 3.813], [0.867, 0.642, 1.590], [2.187, 0.212, 1.074], [1.858, -0.089, -0.286], [2.997, -0.397, -1.107], [2.405, -0.642, -2.613], [2.191, -2.213, -2.868], [3.253, -0.060, -3.646], [2.977, 1.604, 1.094], [2.214, 2.832, 0.466], [3.008, 4.184, 0.439], [4.448, 4.172, 1.013], [5.144, 3.080, 1.607], [4.407, 1.856, 1.619], [2.544, -0.938, 2.131], [2.980, -2.405, 1.660], [1.837, -3.316, 1.013], [0.630, -2.624, 0.607], [-0.389, -3.593, 0.384], [-0.872, -3.973, -1.090], [-0.952, -4.182, 1.354], [-4.041, 6.704, -0.695], [-2.942, 5.553, 0.236], [-4.701, 5.889, 0.840], [-5.734, 4.763, -1.152], [-4.139, 4.539, -2.056], [-3.457, 3.124, 0.365], [-4.220, 2.264, -1.100], [-6.586, 3.132, 0.057], [-5.600, 3.354, 1.606], [-6.728, 1.079, 1.629], [-5.961, 0.606, 0.021], [-4.392, -0.483, 1.550], [-3.524, 1.151, 1.403], [-4.202, 1.920, 3.600], [-5.823, 0.908, 3.597], [-4.074, -0.001, 5.437], [-4.445, -1.220, 4.096], [-2.366, -1.211, 3.132], [-2.116, 0.642, 3.390], [-2.094, -0.793, 6.059], [-0.845, 0.392, 5.434], [0.396, -1.718, 5.878], [-0.945, -2.778, 5.214], [-0.343, -1.773, 2.782], [0.870, -2.939, 3.591], [2.144, -0.871, 4.432], [3.559, -1.353, -0.840], [3.771, 0.434, -1.223], [1.418, -0.036, -2.634], [2.228, -2.721, -1.836], [1.176, -2.395, -3.374], [3.069, -2.556, -3.537], [3.221, 0.920, -3.540], [1.165, 2.701, 0.049], [2.518, 5.096, -0.028], [5.019, 5.172, 0.950], [4.950, 0.940, 2.065], [3.543, -0.540, 2.572], [3.919, -2.417, 0.984], [3.322, -2.954, 2.622], [1.556, -4.139, 1.776], [2.269, -3.866, 0.107], [-0.168, -3.551, -1.883], [-0.998, -5.098, -1.210], [-1.901, -3.486, -1.278], [3.346, -2.639, -8.597], [2.667, -2.150, -7.328], [2.686, -0.636, -7.232], [3.333, -2.698, -6.194], [4.397, -2.333, -8.621], [3.334, -3.732, -8.643], [2.848, -2.247, -9.488], [1.633, -2.506, -7.304], [3.714, -0.259, -7.206], [2.205, -0.306, -6.308], [2.169, -0.178, -8.080], [4.249, -2.389, -6.207]],
  "forces_ev_per_angstrom": [[-0.475, 0.175, -0.563], [0.489, -0.404, 0.402], [-0.464, 0.637, 0.872], [0.008, -0.057, 0.003], [-0.276, 0.584, -0.248], [-1.003, 0.062, -0.211], [0.719, -0.435, -0.144], [0.245, -0.787, -0.962], [-0.667, 1.208, 0.308], [-0.395, -0.583, 0.705], [0.274, -0.032, 0.172], [-0.377, -0.218, -0.356], [-0.443, 0.284, -0.680], [0.105, 0.470, 2.030], [0.562, -3.314, -3.685], [0.460, 0.636, 2.226], [-1.930, 1.249, 0.508], [1.709, -0.547, 1.052], [0.550, -0.372, -2.456], [-0.853, 0.491, 0.973], [0.398, 0.987, -0.021], [-0.413, 0.080, 0.993], [1.865, 3.535, -0.524], [4.362, 0.463, 1.512], [0.806, -4.326, 1.225], [-1.739, -0.928, -0.329], [-4.520, -0.229, -1.982], [-1.964, 0.467, -0.981], [2.934, 0.067, 1.074], [-0.336, -0.275, 0.321], [0.929, -1.506, 0.603], [-0.695, -1.765, -0.626], [-2.263, -2.216, 2.490], [0.160, 1.147, -0.174], [2.519, 2.543, -3.625], [0.013, -1.276, 0.981], [-1.549, 0.096, -0.387], [1.230, -0.326, -1.423], [1.602, -0.478, 0.149], [-0.544, 0.253, 1.577], [-1.297, 0.017, -1.361], [-0.366, 1.187, 1.006], [1.304, -0.867, 0.952], [0.071, -0.830, -1.624], [1.610, -0.014, -0.916], [0.493, 0.787, 1.414], [-0.031, 1.508, 0.617], [-1.442, -0.867, 0.699], [-1.018, -1.272, -0.089], [1.831, 0.187, -0.207], [0.118, 0.030, -1.572], [0.534, 1.606, 0.502], [0.320, 1.207, 1.060], [-0.181, -1.754, 0.509], [1.172, 0.304, -1.325], [-0.883, -1.303, -0.721], [-1.160, -0.020, -1.175], [0.861, 1.567, -0.546], [1.079, -0.403, 1.099], [-0.682, 1.741, -0.086], [-0.575, 0.825, -1.771], [-0.829, 1.267, 0.144], [-1.133, -0.735, 0.640], [1.292, -1.270, 0.149], [-0.190, 0.584, -1.745], [1.690, 0.117, 0.632], [-1.616, 0.342, 1.056], [-0.002, -1.101, -0.049], [1.638, 0.283, 0.701], [0.971, -1.273, 0.820], [-0.888, -1.887, 0.244], [-0.796, 1.789, -0.736], [-1.467, -0.709, -0.654], [-1.672, 0.396, 1.031], [-0.604, 0.938, -1.492], [0.322, 1.389, -1.189], [-0.527, 0.754, 1.055], [-0.883, -0.679, 1.155], [0.305, 1.560, 0.454], [1.591, -0.737, 0.493], [-0.111, -0.252, -0.169], [0.614, 0.308, -0.199], [-0.294, 0.271, 0.100], [-0.121, -0.316, 0.222], [-0.087, 0.129, 0.019], [-0.074, 0.096, 0.003], [0.073, -0.022, 0.031], [0.129, -0.095, 0.185], [-0.018, -0.081, -0.100], [0.033, -0.064, -0.083], [0.061, -0.009, 0.028], [-0.200, 0.012, -0.010]],
  "mulliken_charge": [-0.97, -0.53, -0.19, -0.61, -0.81, 0.01, -0.68, -0.85, 0.27, -0.75, -0.90, 0.32, 0.13, 0.00, -0.62, -0.39, 0.91, -0.07, -0.15, 0.01, -0.32, -0.55, 0.09, -0.61, -0.48, -0.17, -0.59, -0.06, 0.10, -1.32, -0.81, 0.01, 0.44, -0.71, -0.56, 0.32, 0.26, 0.25, 0.26, 0.30, 0.04, 0.34, 0.40, 0.17, 0.32, 0.32, 0.29, -0.04, 0.25, 0.38, 0.38, 0.24, 0.17, -0.05, 0.45, 0.23, 0.32, 0.31, -0.32, 0.16, 0.42, -0.02, 0.36, 0.17, -0.20, 0.19, 0.21, 0.35, 0.36, 0.32, 0.33, 0.27, 0.40, 0.40, 0.41, 0.58, 0.53, -0.06, 0.33, 0.29, -1.31, 0.37, -1.09, -0.50, 0.34, 0.32, 0.37, 0.26, 0.32, 0.18, 0.40, 0.34],
  "e_above_lowest_kcal_mol": 180.97,
  "orbital_gap_ha": 0.3438,
  "max_force_ha_per_bohr": 0.099
}

***

{
  "formula": "C3H5NO2",
  "method": "ωB97M-V with the def2-TZVPD basis set",
  "elements": ["N", "C", "C", "O", "C", "O", "H", "H", "H", "H", "H"],
  "positions_angstrom": [[1.536, -0.407, 0.147], [0.242, -0.117, -0.392], [-1.063, -0.718, 0.203], [-1.702, 0.583, 0.082], [-0.487, 1.191, -0.068], [-0.205, 2.331, 0.146], [1.736, 0.185, 0.944], [2.281, -0.268, -0.528], [0.234, -0.290, -1.472], [-1.590, -1.520, -0.326], [-0.983, -0.969, 1.263]],
  "forces_ev_per_angstrom": [[0.038, 0.116, 0.114], [-0.143, -0.149, -0.051], [0.123, -0.424, 0.090], [-0.098, 0.054, 0.145], [0.191, 0.677, -0.085], [-0.128, -0.600, -0.273], [0.033, -0.097, 0.027], [-0.237, -0.027, 0.075], [-0.029, 0.133, 0.121], [0.117, 0.373, -0.078], [0.131, -0.057, -0.086]],
  "nbo_charge": [-0.82, -0.17, -0.08, -0.49, 0.76, -0.54, 0.37, 0.38, 0.22, 0.19, 0.19],
  "e_above_lowest_kcal_mol": 28.39,
  "orbital_gap_ha": 0.3923,
  "max_force_ha_per_bohr": 0.014
}